Record 1
This record from the Open Molecules 2025 dataset describes a molecular structure, C34H38GeN2O5SeV at a distorted geometry. The level of theory is ωB97M-V/def2-TZVPD.

Element x y z (Å)
V: -1.503 -0.224 -1.623
C: -0.876 3.046 -3.242
C: -2.141 2.726 -4.048
C: -3.140 3.867 -3.921
C: -2.714 1.390 -3.621
C: -2.002 0.207 -3.930
C: -2.468 -1.045 -3.540
C: -3.627 -1.151 -2.740
C: -4.120 -2.501 -2.295
C: -4.272 0.023 -2.382
C: -3.862 1.272 -2.863
H: -0.435 3.984 -3.597
H: -0.124 2.261 -3.317
H: -1.108 3.160 -2.179
H: -1.861 2.624 -5.103
H: -3.358 4.068 -2.867
H: -4.077 3.650 -4.443
H: -2.716 4.781 -4.345
H: -1.114 0.266 -4.548
H: -1.952 -1.938 -3.858
H: -4.825 -2.917 -3.023
H: -4.630 -2.422 -1.334
H: -3.287 -3.189 -2.170
H: -5.102 -0.018 -1.688
H: -4.384 2.152 -2.514
C: -0.688 -1.904 -1.398
Ge: 0.565 -1.736 0.047
C: 1.891 -3.205 0.091
C: 3.187 -3.095 0.598
C: 4.053 -4.186 0.624
C: 3.641 -5.419 0.133
C: 2.360 -5.546 -0.395
C: 1.504 -4.449 -0.419
C: -0.316 -1.968 1.833
C: 0.026 -2.963 2.750
C: -0.613 -3.069 3.986
C: -1.613 -2.172 4.331
C: -1.975 -1.171 3.433
C: -1.332 -1.080 2.206
C: 1.848 1.213 0.718
C: 2.334 2.293 -0.188
C: 1.553 3.400 -0.305
C: 0.472 3.787 0.507
C: 0.109 2.966 1.620
C: 0.893 1.741 1.745
H: -0.764 -2.877 -1.916
H: 3.533 -2.129 0.958
H: 5.054 -4.070 1.025
H: 4.310 -6.272 0.153
H: 2.027 -6.501 -0.791
H: 0.508 -4.561 -0.840
H: 0.812 -3.671 2.506
H: -0.324 -3.851 4.682
H: -2.105 -2.248 5.294
H: -2.748 -0.452 3.676
H: -1.635 -0.284 1.535
H: 2.953 2.003 -1.027
H: 1.812 4.086 -1.115
H: -0.022 4.736 0.354
H: 0.026 3.469 2.579
H: 0.539 1.042 2.498
O: -4.136 1.910 1.609
Se: -2.856 2.327 0.701
O: -3.038 3.641 -0.235
O: -2.554 1.057 -0.342
O: -1.588 2.487 1.774
N: 0.054 0.689 -0.976
C: 0.900 0.286 -0.156
N: 2.919 0.358 1.310
C: 4.275 0.886 1.261
C: 4.558 1.870 2.382
O: 4.369 1.255 3.658
C: 3.022 0.792 3.764
C: 2.690 -0.180 2.644
H: 4.457 1.363 0.304
H: 4.969 0.039 1.366
H: 3.890 2.734 2.275
H: 5.595 2.212 2.356
H: 2.347 1.654 3.754
H: 2.935 0.286 4.729
H: 1.669 -0.546 2.751
H: 3.347 -1.050 2.776

The total charge is -2. The value obtained for the total energy is -7226.14538 Ha. The highest occupied orbital energy (alpha / beta) comes out at 0.2 / 0.7 eV. The gap between HOMO and LUMO (alpha / beta) is 3.9 / 3.3 eV. The spin multiplicity is 2. The largest force on an atom is 3.44 eV/Å.

***

Record 2
This record from the Open Molecules 2025 dataset describes a molecular structure, C34H38N11NiP at a distorted geometry. The level of theory is ωB97M-V/def2-TZVPD.

Element x y z (Å)
Ni: 0.588 1.245 -0.334
N: 2.756 2.871 0.948
P: 2.890 1.332 0.213
C: 4.666 1.224 -0.148
C: 5.551 1.144 0.931
C: 6.913 1.088 0.697
C: 7.399 1.103 -0.605
C: 6.521 1.179 -1.675
C: 5.154 1.238 -1.452
C: 2.727 0.235 1.655
C: 3.241 -1.060 1.575
C: 3.079 -1.934 2.635
C: 2.392 -1.527 3.774
C: 1.860 -0.248 3.849
C: 2.023 0.636 2.790
C: 1.731 3.729 0.641
C: 1.639 4.993 1.236
C: 0.688 5.876 0.783
C: -0.140 5.501 -0.278
C: -0.039 4.222 -0.757
N: 0.833 3.311 -0.272
H: 3.514 3.242 1.503
H: 5.179 1.111 1.948
H: 7.594 1.025 1.535
H: 8.465 1.051 -0.781
H: 6.902 1.192 -2.687
H: 4.472 1.290 -2.292
H: 3.793 -1.361 0.692
H: 3.486 -2.935 2.575
H: 2.284 -2.206 4.609
H: 1.320 0.065 4.733
H: 1.627 1.643 2.858
H: 2.323 5.254 2.032
H: 0.600 6.859 1.226
H: -0.853 6.188 -0.710
H: -0.644 3.901 -1.595
C: -2.176 1.374 -1.281
N: -1.660 1.279 0.123
C: -2.302 0.070 0.737
N: -3.745 0.134 0.678
C: -4.174 0.246 -0.716
N: -3.614 1.450 -1.336
C: -4.069 2.621 -0.577
N: -3.644 2.520 0.820
C: -2.205 2.452 0.884
C: -4.218 1.311 1.412
H: -1.848 0.487 -1.831
H: -1.761 2.269 -1.752
H: -1.988 -0.002 1.781
H: -1.977 -0.827 0.211
H: -5.261 0.293 -0.760
H: -3.828 -0.629 -1.270
H: -5.156 2.678 -0.626
H: -3.649 3.530 -1.013
H: -1.899 2.355 1.928
H: -1.800 3.373 0.476
H: -5.305 1.359 1.358
H: -3.915 1.237 2.457
C: 0.410 -1.115 -3.093
C: 0.272 -1.570 -1.683
N: 0.371 -0.797 -0.610
C: 0.214 -1.616 0.493
C: 0.028 -2.887 0.071
N: 0.065 -2.847 -1.306
C: -0.145 -4.012 -2.161
N: -1.180 -4.828 -1.620
N: -0.945 -6.130 -1.302
N: -1.999 -6.639 -0.822
C: -2.998 -5.686 -0.786
C: -4.313 -5.731 -0.325
C: -5.045 -4.566 -0.398
C: -4.509 -3.381 -0.928
C: -3.213 -3.320 -1.396
C: -2.470 -4.494 -1.307
H: 0.712 -0.069 -3.102
H: -0.522 -1.217 -3.653
H: 1.170 -1.695 -3.616
H: 0.250 -1.246 1.502
H: -0.123 -3.799 0.624
H: 0.750 -4.633 -2.202
H: -0.394 -3.672 -3.167
H: -4.735 -6.644 0.072
H: -6.067 -4.552 -0.043
H: -5.131 -2.497 -0.973
H: -2.791 -2.417 -1.824

The energy relative to the best compared isomer or geometry (same formula, charge and spin) comes out at 118.4 kJ/mol. The total charge is +2. The value obtained for the total energy is -3769.91731 Ha. The highest occupied orbital energy (alpha / beta) comes out at -13.3 / -13.3 eV. The gap between HOMO and LUMO (alpha / beta) is 7.8 / 5.8 eV. The spin multiplicity is 3. The largest force on an atom is 1.33 eV/Å.

***

Record 3
This record from the Open Molecules 2025 dataset describes a molecular structure, C34H39AgF10N5PSi. The level of theory is ωB97M-V/def2-TZVPD.

Element x y z (Å)
Ag: -0.495 -0.325 -0.643
C: 1.838 -0.660 2.083
N: 1.477 0.302 1.052
C: 1.087 1.580 1.663
C: -0.120 1.531 2.596
N: -1.355 1.085 1.998
C: -2.246 1.978 1.591
C: -3.585 1.533 1.334
F: -3.859 0.232 1.539
C: -4.603 2.333 0.887
F: -5.828 1.815 0.687
C: -4.400 3.683 0.640
F: -5.407 4.478 0.200
C: -3.132 4.177 0.852
F: -2.886 5.475 0.581
C: -2.106 3.375 1.310
F: -0.877 3.970 1.350
C: 2.617 0.511 0.157
C: 2.707 -0.515 -0.960
N: 1.646 -0.251 -1.903
C: 1.675 -0.839 -3.096
C: 0.788 -0.404 -4.130
F: -0.058 0.606 -3.858
C: 0.782 -0.892 -5.412
F: -0.044 -0.359 -6.325
C: 1.639 -1.910 -5.794
F: 1.654 -2.380 -7.061
C: 2.506 -2.391 -4.841
F: 3.348 -3.389 -5.170
C: 2.534 -1.878 -3.559
F: 3.404 -2.476 -2.703
H: 2.631 -0.257 2.740
H: 2.212 -1.574 1.619
H: 0.975 -0.918 2.689
H: 0.863 2.282 0.858
H: 1.943 1.982 2.241
H: -0.195 2.523 3.049
H: 0.112 0.849 3.425
H: 3.554 0.515 0.742
H: 2.513 1.490 -0.316
H: 2.659 -1.528 -0.531
H: 3.702 -0.414 -1.416
C: -3.254 -4.092 3.349
Si: -1.600 -3.227 3.558
C: -0.330 -4.532 4.077
C: -1.754 -1.983 4.967
C: -1.069 -2.399 1.988
H: -3.634 -4.505 4.291
H: -3.166 -4.902 2.619
H: -3.993 -3.385 2.956
H: -0.697 -5.163 4.896
H: 0.604 -4.061 4.405
H: -0.095 -5.182 3.228
H: -2.221 -2.417 5.859
H: -2.362 -1.133 4.637
H: -0.772 -1.590 5.254
H: -1.231 -1.314 2.044
H: -0.014 -2.588 1.763
C: -2.752 -3.192 -1.129
P: -1.361 -2.475 -1.912
C: 0.018 -3.685 -1.621
C: -1.643 -2.784 -3.728
C: -2.194 -1.778 -4.525
C: -2.683 -2.045 -5.796
C: -2.622 -3.333 -6.312
C: -2.041 -4.339 -5.549
C: -1.556 -4.066 -4.278
H: -3.125 -4.079 -1.653
H: -3.560 -2.472 -0.956
H: -1.664 -2.788 1.152
H: -0.403 -4.674 -1.425
H: 0.573 -3.367 -0.736
H: 0.713 -3.726 -2.464
H: -2.218 -0.763 -4.138
H: -3.098 -1.241 -6.395
H: -3.021 -3.550 -7.297
H: -1.963 -5.343 -5.952
H: -1.109 -4.867 -3.699
N: -3.427 0.529 -1.843
C: -2.655 1.615 -2.129
C: -3.082 2.547 -3.095
C: -2.320 3.664 -3.332
C: -1.146 3.857 -2.608
C: -0.799 2.891 -1.687
N: -1.515 1.795 -1.437
H: -4.136 0.256 -2.498
H: -3.001 -0.222 -1.321
H: -3.999 2.358 -3.643
H: -2.630 4.385 -4.080
H: -0.520 4.726 -2.757
H: 0.119 2.988 -1.115

The energy relative to the best compared isomer or geometry (same formula, charge and spin) comes out at 81.0 kJ/mol. The total charge is -2. The value obtained for the total energy is -3369.20759 Ha. The highest occupied orbital energy comes out at -1.2 eV. The gap between HOMO and LUMO is 5.7 eV. The largest force on an atom is 0.66 eV/Å.